Here is a 3-piece molecular cluster, C3H6N2O overall at a distorted geometry from OMol25. Energies are from the ωB97M-V functional and the def2-TZVPD basis.

Positions of all 12 atoms, in Å:
N 0.911 0.240 -0.915
H -1.808 -0.289 0.650
C -0.784 -0.245 1.025
C -1.311 0.186 -1.978
H 2.721 -0.651 0.669
H 2.560 0.931 0.924
H -0.681 0.542 1.771
H -0.910 0.391 -2.997
H -0.505 -1.189 1.492
C 0.137 0.024 -0.065
N 2.109 0.034 1.118
O -2.440 0.025 -1.692

As for the energy above the lowest of the compared OMol25 structures with the same formula, charge and spin: 140.0 kcal/mol. For the HOMO-LUMO gap (spin up / spin down), the calculation gives 9.948 / 7.653 eV. As for the total charge: 0. As for the HOMO energy (spin up / spin down): -9.3 / -7.5 eV. The value obtained for the LUMO energy (spin up / spin down) is 0.65 / 0.17 eV.


Here is C3H6N2O as an isolated structure from OMol25. Energies are from the ωB97M-V functional and the def2-TZVPD basis.

Positions of all 12 atoms, in Å:
H -0.081 0.697 -1.977
C -0.923 -0.666 -0.221
N 0.304 0.337 1.666
H 1.160 -1.195 0.534
H 1.185 0.720 1.991
N 1.159 0.740 -1.909
H -1.685 -0.763 0.560
C 0.452 -0.367 0.423
C 0.783 0.458 -0.808
H -0.353 1.104 1.544
H -0.905 -1.583 -0.829
O -1.094 0.517 -0.975

As for the energy above the lowest of the compared OMol25 structures with the same formula, charge and spin: 108.3 kcal/mol. For the HOMO-LUMO gap, the calculation gives 10.182 eV. As for the total charge: 0. As for the HOMO energy: -9.6 eV. The value obtained for the LUMO energy is 0.62 eV.


Here is one molecule with the formula C3H6N2O at a distorted geometry from OMol25. Energies are from the ωB97M-V functional and the def2-TZVPD basis.

Positions of all 12 atoms, in Å:
O -0.855 0.029 -1.600
H 0.995 1.432 0.001
C -0.101 1.166 0.308
H 0.792 -1.693 0.672
H 0.081 -2.022 -0.915
H -1.405 -0.679 -1.792
N -0.394 -0.177 -0.180
C -0.235 1.144 1.726
H -0.726 1.879 -0.269
H 1.546 -0.888 -0.511
C 0.609 -1.249 -0.302
N -0.307 1.058 2.862

As for the energy above the lowest of the compared OMol25 structures with the same formula, charge and spin: 74.9 kcal/mol. The expectation value of S² is 2.009. For the HOMO-LUMO gap (spin up / spin down), the calculation gives 5.316 / 8.877 eV. As for the spin multiplicity: 3. As for the total charge: 0. As for the HOMO energy (spin up / spin down): -4.6 / -10.8 eV. The value obtained for the LUMO energy (spin up / spin down) is 0.73 / -1.93 eV.


Here is one molecule with the formula C3H6N2O2 at a distorted geometry from OMol25. Energies are from the ωB97M-V functional and the def2-TZVPD basis.

Positions of all 13 atoms, in Å:
H -1.823 -0.693 -1.279
O 1.359 0.237 -1.241
N -0.025 -0.028 -1.625
H 0.573 1.824 0.927
C -0.889 -0.252 -0.708
H 1.290 -1.257 0.151
H 0.951 0.499 1.733
C 0.462 0.787 0.807
C 1.409 -0.183 0.003
N -0.909 0.173 0.603
H 2.455 -0.061 0.408
H -1.130 -1.264 1.811
O -1.568 -0.510 1.590

As for the energy above the lowest of the compared OMol25 structures with the same formula, charge and spin: 169.9 kcal/mol. For the HOMO-LUMO gap, the calculation gives 9.749 eV. As for the total charge: 0. As for the structure (SMILES): ON1C=NOCC1. As for the HOMO energy: -9.1 eV. The value obtained for the LUMO energy is 0.63 eV.


Here is a 2-piece molecular cluster, C3H6N2O2 overall at a distorted geometry from OMol25. Energies are from the ωB97M-V functional and the def2-TZVPD basis.

Positions of all 13 atoms, in Å:
H -0.078 -1.395 -0.604
O 1.431 -0.112 1.374
H -1.472 -2.471 -1.301
H -1.078 -2.656 0.281
H 1.285 2.008 -0.759
O -2.682 1.266 0.529
C -1.177 -1.872 -0.434
N -2.190 -0.895 -0.103
C -2.323 0.232 0.206
H 2.035 2.220 1.000
N 1.486 0.342 0.232
H 2.848 1.620 -0.485
C 1.915 1.713 0.063

As for the energy above the lowest of the compared OMol25 structures with the same formula, charge and spin: 108.3 kcal/mol. For the HOMO-LUMO gap, the calculation gives 9.315 eV. As for the total charge: 0. As for the structure (SMILES): CN=C=O.CN=O. As for the HOMO energy: -9.5 eV. The value obtained for the LUMO energy is -0.23 eV.


Here is one molecule with the formula C3H6N2O2 at a distorted geometry from OMol25. Energies are from the ωB97M-V functional and the def2-TZVPD basis.

Positions of all 13 atoms, in Å:
H 1.513 0.671 -2.038
H 1.222 -0.353 1.960
H -1.905 -1.136 -0.628
H -0.039 0.764 -1.249
C 0.598 -0.070 1.116
O 2.733 -0.038 0.021
O -0.354 -1.152 0.930
H 0.070 0.866 1.317
C -1.513 -0.820 0.355
N 0.915 0.430 -1.261
H -2.769 0.391 -0.259
C 1.530 0.103 -0.091
N -1.805 0.398 0.068

As for the energy above the lowest of the compared OMol25 structures with the same formula, charge and spin: 73.9 kcal/mol. For the HOMO-LUMO gap, the calculation gives 10.621 eV. As for the total charge: 0. As for the structure (SMILES): [H]/N=C/OCC(N)=O. As for the HOMO energy: -9.9 eV. The value obtained for the LUMO energy is 0.69 eV.


Here is one molecule with the formula C3H6N2O2 from OMol25. Energies are from the ωB97M-V functional and the def2-TZVPD basis.

Positions of all 13 atoms, in Å:
H 0.175 -1.565 0.120
N -1.711 -0.132 -0.786
H -0.278 -1.301 1.836
H -0.983 -0.328 -1.463
H 2.532 1.125 0.378
C -0.065 -0.817 0.882
C -1.288 0.029 0.502
H -2.424 0.521 -1.080
N 1.268 0.354 -1.128
H 1.871 0.849 -1.779
C 1.670 0.533 0.061
O -1.845 0.729 1.324
O 1.078 0.002 1.133

As for the energy above the lowest of the compared OMol25 structures with the same formula, charge and spin: 29.8 kcal/mol. For the HOMO-LUMO gap, the calculation gives 10.663 eV. As for the total charge: 0. As for the structure (SMILES): [H]/N=C/OCC(N)=O. As for the HOMO energy: -9.8 eV. The value obtained for the LUMO energy is 0.89 eV.


Here is C3H6N2O2 as an isolated structure at a distorted geometry from OMol25. Energies are from the ωB97M-V functional and the def2-TZVPD basis.

Positions of all 13 atoms, in Å:
C 1.086 -0.110 0.588
H -1.818 1.162 -2.523
H 0.349 -1.137 2.303
C -0.261 -0.079 -0.157
N -1.354 0.315 -2.214
H 0.430 0.601 2.488
H -1.977 -0.321 -1.710
C 0.961 -0.263 2.077
H -0.035 0.223 -2.324
N -0.235 0.706 -1.260
O -1.221 -0.747 0.219
H 1.948 -0.336 2.527
O 2.127 -0.014 -0.014

As for the energy above the lowest of the compared OMol25 structures with the same formula, charge and spin: 99.3 kcal/mol. For the HOMO-LUMO gap, the calculation gives 10.080 eV. As for the total charge: 0. As for the HOMO energy: -9.6 eV. The value obtained for the LUMO energy is 0.44 eV.


Here is C3H6N2O2 as an isolated structure at a distorted geometry from OMol25. Energies are from the ωB97M-V functional and the def2-TZVPD basis.

Positions of all 13 atoms, in Å:
N -0.907 1.226 1.208
O 0.715 -1.843 -0.190
H 1.428 0.453 -2.086
H 0.142 -0.751 -3.104
O -0.191 0.066 -0.527
H 2.078 -1.166 -2.877
C 1.027 -0.628 -2.289
C 0.529 -0.940 -1.005
H -1.320 2.354 2.764
H -1.167 -1.003 1.404
C -0.670 0.054 0.723
H -0.507 0.763 3.322
N -1.158 1.414 2.657

As for the energy above the lowest of the compared OMol25 structures with the same formula, charge and spin: 134.3 kcal/mol. For the HOMO-LUMO gap, the calculation gives 9.401 eV. As for the total charge: 0. As for the HOMO energy: -8.6 eV. The value obtained for the LUMO energy is 0.83 eV.


Here is one molecule with the formula C3H6N2O2 from OMol25. Energies are from the ωB97M-V functional and the def2-TZVPD basis.

Positions of all 13 atoms, in Å:
O -0.463 -2.507 -0.813
H -0.248 -2.091 1.110
C 0.088 -1.929 0.078
H 0.265 1.859 1.089
H -1.519 2.300 -0.237
C -0.152 0.983 0.602
O 1.505 0.998 -1.166
H 1.910 -1.298 -0.691
H -0.354 0.263 1.401
H -1.621 0.695 -0.821
C 0.874 0.387 -0.342
N 1.119 -0.980 -0.145
N -1.404 1.319 -0.064

As for the energy above the lowest of the compared OMol25 structures with the same formula, charge and spin: 42.0 kcal/mol. For the HOMO-LUMO gap, the calculation gives 10.141 eV. As for the total charge: 0. As for the structure (SMILES): NCC(=O)NC=O. As for the HOMO energy: -9.5 eV. The value obtained for the LUMO energy is 0.64 eV.


Here is one molecule with the formula C3H6N2O2 from OMol25. Energies are from the ωB97M-V functional and the def2-TZVPD basis.

Positions of all 13 atoms, in Å:
O -0.597 1.150 -0.548
C -0.961 0.038 -0.211
H -0.445 -1.619 1.150
H 0.612 -1.520 -0.271
O 0.902 -0.063 1.142
C 0.034 -0.928 0.445
N 2.176 0.339 -0.756
N -2.255 -0.329 -0.355
H -2.851 0.449 -0.603
H -2.649 -1.109 0.138
H 2.763 1.076 -1.135
H 1.654 1.760 0.709
C 1.615 0.755 0.293

As for the energy above the lowest of the compared OMol25 structures with the same formula, charge and spin: 41.6 kcal/mol. For the HOMO-LUMO gap, the calculation gives 10.245 eV. As for the total charge: 0. As for the structure (SMILES): [H]/N=C/OCC(N)=O. As for the HOMO energy: -9.5 eV. The value obtained for the LUMO energy is 0.79 eV.


Here is one molecule with the formula C3H6N2O2 at a distorted geometry from OMol25. Energies are from the ωB97M-V functional and the def2-TZVPD basis.

Positions of all 13 atoms, in Å:
H 0.714 2.091 1.353
H 1.645 -0.258 0.950
N -0.130 -0.007 -0.375
O 0.102 -1.157 1.730
H -1.336 -1.157 -1.682
H 0.280 -1.907 -1.166
H 0.352 -0.489 -2.479
C -0.368 1.340 -0.111
O -0.951 2.246 -0.671
C 0.634 -0.151 0.893
H -0.876 -0.909 1.855
C -0.167 -0.956 -1.498
N 0.102 1.314 1.201

As for the energy above the lowest of the compared OMol25 structures with the same formula, charge and spin: 56.4 kcal/mol. For the HOMO-LUMO gap, the calculation gives 10.504 eV. As for the total charge: 0. As for the structure (SMILES): CN1C(=O)N[C@H]1O. As for the HOMO energy: -9.8 eV. The value obtained for the LUMO energy is 0.68 eV.


The following molar mass values (in u) correspond, in order, to the records above: 86.094; 86.094; 86.094; 102.093; 102.093; 102.093; 102.093; 102.093; 102.093; 102.093; 102.093; 102.093.